Entry 1:
A 6-piece molecular cluster, C30H51N2O17 overall in a non-equilibrium geometry, computed with wB97M-V/def2-TZVPD.

Positions of all 100 atoms, in Å:
C  3.81107  -2.31877  1.93018
C  4.61222  -2.60189  6.55009
H  -2.78343  8.83829  -4.75694
O  -1.35761  10.30970  -4.82032
H  -1.36420  1.82986  -6.15081
O  0.40191  -0.96609  -6.87784
H  4.22271  -0.92851  8.68171
H  -2.28982  0.93542  -1.35961
H  1.52133  0.11603  -4.90376
H  6.52686  -1.61978  8.83346
H  -0.10309  3.08192  -6.24807
O  -5.39311  -5.17226  5.14799
C  -1.67073  -3.01165  2.24425
O  -0.24399  10.79820  -6.72920
H  2.92803  0.08159  4.23844
C  0.11058  1.70846  -4.56761
H  2.26184  -1.89996  0.28436
C  -0.76042  0.66011  2.56204
H  -7.95098  -2.87771  3.32879
H  4.58933  -1.97290  1.16322
C  -0.70290  3.57764  -3.62814
H  -1.87965  1.98071  0.12164
C  -0.70663  2.47467  -5.56641
O  -5.20150  -4.51298  3.01045
H  -0.43230  -4.74981  -6.54913
C  -1.81831  9.06952  -4.29495
H  0.44644  -0.32723  4.15927
C  -0.72369  8.12247  -4.69477
C  1.03795  -3.15408  -6.75636
C  3.15990  -0.20600  3.15328
H  2.28509  1.68659  -4.67257
H  -0.18744  -2.15322  -5.27325
H  -3.02297  -1.25594  2.81775
H  1.22991  -5.26341  -6.35292
O  -1.46101  3.35188  -4.73479
C  -6.59952  -4.58755  3.30281
O  4.16043  -1.32310  6.67111
C  -6.60198  -4.50363  4.80203
H  3.56290  -2.07005  3.99495
C  -1.65070  0.99792  -0.41625
H  -0.46805  0.89427  -4.11783
C  -0.59746  10.00498  -5.90974
O  1.51796  -0.47466  -8.78386
H  4.69986  1.08531  6.62554
C  1.73397  -0.30824  2.37204
H  2.02104  -3.45794  1.19579
N  -1.20317  -0.52127  1.77860
C  6.10352  -1.55141  7.83077
C  0.58198  -4.59529  -6.92519
C  1.16467  -1.27008  -7.96729
H  6.10960  1.02089  7.70208
O  5.66633  -2.82911  7.37362
H  -0.90429  -3.53344  2.89429
O  4.14275  -3.42207  5.80313
O  0.33172  2.69522  -3.55432
C  -7.36431  -3.46508  2.61821
H  -1.14412  6.36047  -5.90223
H  -0.53841  1.00158  -0.64544
H  0.62095  -4.91321  -7.96839
H  -1.02306  -2.43925  -6.81921
O  -2.96601  -0.90138  0.32514
H  0.12418  8.17722  -4.00399
C  -1.97124  -0.17407  0.59956
O  -3.36661  -5.20645  4.13952
H  3.84924  0.58284  2.72031
N  3.90004  -1.50892  3.18655
C  -4.54161  -4.98764  4.10182
C  -0.05865  -2.20884  -6.35584
H  -1.32384  -3.03565  1.15226
C  2.33182  -2.36271  1.32050
H  -8.07384  -3.87924  1.89811
H  -2.66123  -3.57351  2.33064
O  1.45185  -1.73832  2.28387
H  1.88487  -3.10015  -6.06408
O  1.46068  -2.59752  -8.00306
H  -6.54709  -3.47779  5.18022
C  -1.18108  6.68141  -4.85911
H  -0.62469  1.61310  1.96456
C  0.66311  0.40544  3.30103
O  -0.30213  8.67603  -5.94394
H  -6.69786  -2.79320  2.07418
H  -6.95998  -5.56143  2.95647
H  -1.44294  -1.35191  3.71604
H  -7.46424  -5.00216  5.24708
H  -1.94563  9.12810  -3.21293
H  -2.19432  6.52781  -4.48094
C  5.05721  0.74605  7.59976
H  -1.50055  0.86373  3.40749
C  4.83743  -0.74654  7.79501
H  6.87189  -1.18532  7.14229
H  4.91328  -1.35983  3.36091
H  4.51460  1.30813  8.36301
H  1.48386  1.28547  -6.20432
H  1.84828  0.15803  1.33560
C  -1.91902  -1.47020  2.67662
H  4.11801  -3.39250  2.19370
O  -0.91408  4.44316  -2.82935
H  -0.53461  6.01782  -4.28778
C  1.42580  1.18215  -5.11909
H  1.04111  1.39264  3.74748

Its net charge is +1. The HOMO energy is -11.51 eV. The orbital gap is 0.315 Ha. For the molar mass, the calculation gives 711.74 g/mol. As for the spin multiplicity: 1.

Mulliken population analysis, charges in e, atoms 1 to 6: C -0.57; C 0.62; H 0.36; O -0.33; H 0.33; O -0.26



Entry 2:
A 7-piece molecular cluster, C30H51N9O9S overall in a non-equilibrium geometry, computed with wB97M-V/def2-TZVPD.

Positions of all 100 atoms, in Å:
C  8.29103  6.61070  1.77579
N  1.52104  -7.78412  1.65057
N  1.84877  -3.73778  -1.68966
H  0.17360  -4.04082  -4.38168
H  -4.95173  2.40598  1.74237
H  -7.03929  0.18157  3.02858
S  -1.78707  -3.55082  -3.15791
H  3.30209  -0.27174  -3.51878
O  8.59170  3.43030  0.14806
H  -11.28287  1.16993  -1.24795
H  -5.42837  -0.25207  3.64958
O  3.55294  -3.31721  -3.22572
C  1.72329  -8.43845  0.49400
H  -7.71588  1.11733  0.83101
C  8.54411  4.62622  0.36562
H  1.01029  -5.39985  -2.71083
N  6.41756  0.16115  0.27143
H  2.53052  1.80495  -2.36972
H  2.20367  -5.93454  2.35590
O  5.05022  1.48469  -0.95604
H  -10.90345  -0.34686  -0.40130
O  1.81474  -9.64754  0.38658
O  -4.50409  1.55537  -0.04899
H  -8.93287  1.55002  -2.21385
H  0.34214  -2.56632  -3.42744
C  -1.85201  -2.41946  -1.85903
H  0.44676  -6.04692  2.11288
O  1.52307  -3.58946  0.60005
H  -3.85297  3.60112  -0.82344
H  9.03659  3.66297  2.84698
C  2.47186  -1.52721  -1.99578
H  -4.79134  5.04831  -1.26778
C  1.64183  0.76904  -0.72467
H  1.52999  -5.90845  0.72283
H  8.34075  -0.45561  0.82006
C  -4.94555  1.51628  1.09117
N  -9.46500  1.16638  -0.22530
H  6.42687  2.20552  0.35839
H  7.29313  3.64776  2.55901
C  -2.81112  6.28641  -2.27608
N  -5.46530  0.43174  1.67746
H  -7.85552  2.25416  -0.99586
C  -2.20921  -0.61128  -0.82535
H  -3.23556  5.81693  -3.16604
H  0.56380  -9.25494  2.79461
C  0.73213  -4.42820  -2.31124
H  1.24183  -7.89029  3.71205
H  1.80175  -7.76229  -0.37513
H  -6.10901  -0.68818  0.02540
N  -1.74501  -1.45613  0.04107
C  1.37669  -0.46299  -0.12004
C  8.15684  4.29462  2.71830
O  -2.29957  -1.15755  -2.04065
H  -1.82195  6.66843  -2.51962
N  -2.71953  5.32317  -1.19882
H  -4.06086  4.90467  0.34993
H  -9.45161  2.97251  -1.28493
N  8.33795  5.17563  1.57686
H  7.78787  1.05141  1.56728
C  1.66128  -3.04966  -0.44761
H  -0.68703  5.53442  -1.06811
H  -2.52012  0.39436  -0.61257
N  -1.51673  -2.61489  -0.62097
C  5.93708  1.35039  -0.13047
H  5.98132  -1.04678  -1.38601
H  -3.44834  7.12293  -1.98099
C  -10.84989  0.74064  -0.34839
C  -5.98355  0.45952  3.03646
H  1.29932  1.66697  -0.23337
C  0.01832  -3.60158  -3.40327
C  5.84976  -1.04759  -0.30323
H  4.77950  -1.09489  -0.09231
C  1.79878  -1.60049  -0.78573
C  2.73382  -2.93679  -2.45666
H  8.66870  5.37428  -0.43479
H  6.34253  -1.91853  0.12128
H  7.13310  -0.50466  2.12310
C  -3.93251  4.68126  -0.71066
H  -5.97112  -1.58747  1.55280
H  -11.41989  1.06632  0.52191
C  1.41980  -6.33506  1.71079
C  1.40144  -8.56066  2.87144
H  7.32055  6.90297  2.18132
H  8.00240  4.88851  3.61503
C  -5.51855  -0.81843  0.93399
C  -1.54513  4.99608  -0.62874
H  8.44333  7.12209  0.82809
H  0.85421  -0.55900  0.81871
O  -9.17127  0.00699  1.70781
C  2.33690  0.84277  -1.92651
H  -5.87867  1.45386  3.46518
H  -4.51318  -1.12537  0.64768
C  -8.75106  0.73801  0.82883
C  7.47894  0.05692  1.25186
H  0.01608  -4.64105  -1.52366
H  2.30863  -9.14320  3.03659
H  9.07276  6.92001  2.47229
C  2.76461  -0.31140  -2.58526
C  -8.89417  2.03490  -1.23666
O  -1.41263  4.19508  0.27665

Its net charge is 0. The HOMO energy is -8.76 eV. The SMILES is O=C1c2ccccc2C(=O)N1CCSc1nnco1.CN(C)C=O.CN(C)C=O.CN(C)C=O.CN(C)C=O.CN(C)C=O.CN(C)C=O. The orbital gap is 0.333 Ha. For the molar mass, the calculation gives 713.86 g/mol. As for the spin multiplicity: 1.

Mulliken population analysis, charges in e, atoms 1 to 6: C -0.92; N 0.18; N 0.32; H 0.42; H 0.30; H 0.34